Entry 1:
DFT (ωB97M-V/def2-TZVPD) results for 2 unconnected molecules or ions with the total composition C5H10O.

Output
**DFT total energy**: -7393.5647 eV
**Structure (SMILES)**: O=C1CCC1.C
**F_max**: 0.58 eV/Å
**Kohn-Sham gap**: 0.3879 Eh
**E_LUMO**: 0.932 eV
**Relative energy (zero: lowest compared OMol25 entry of this formula, charge and spin)**: 27.7 kcal/mol
**E_HOMO**: -9.6238 eV

Each line ends with the Mulliken charge.
Cartesian coordinates (Å):
O: -0.22 -0.57 1.72  -0.58
C: -0.60 0.01 0.73  0.61
C: -0.26 -0.08 -0.75  -0.64
C: -1.79 0.11 -0.96  -0.54
C: -1.89 0.77 0.45  -0.61
H: 0.24 -0.98 -1.11  0.37
H: 0.29 0.81 -1.09  0.26
H: -2.30 -0.85 -0.97  0.26
H: -2.10 0.71 -1.82  0.30
H: -2.73 0.54 1.11  0.31
H: -1.72 1.85 0.40  0.24
C: 2.62 -0.47 0.46  -0.93
H: 2.90 -0.97 -0.47  0.26
H: 3.40 -0.58 1.20  0.31
H: 2.46 0.60 0.26  0.21
H: 1.70 -0.90 0.86  0.18

Entry 2:
DFT (ωB97M-V/def2-TZVPD) results for 2 unconnected molecules or ions with the total composition C5H10O.

Output
**DFT total energy**: -7392.9475 eV
**Structure (SMILES)**: C1C[C@H]2C[C@@H]12.O
**F_max**: 0.30 eV/Å
**Kohn-Sham gap**: 0.4031 Eh
**E_LUMO**: 1.006 eV
**Relative energy (zero: lowest compared OMol25 entry of this formula, charge and spin)**: 41.9 kcal/mol
**E_HOMO**: -9.9639 eV

Each line ends with the Mulliken charge.
Cartesian coordinates (Å):
C: 0.49 -0.50 -1.13  -0.51
C: 1.12 0.58 -0.21  -0.55
C: -0.24 0.79 0.45  -0.33
C: -1.26 1.17 -0.58  -0.64
C: -0.86 -0.26 -0.46  -0.39
H: 0.89 -1.49 -0.91  0.28
H: 0.52 -0.32 -2.21  0.30
H: 1.87 0.15 0.46  0.22
H: 1.55 1.46 -0.70  0.30
H: -0.41 0.98 1.51  0.37
H: -2.24 1.42 -0.19  0.26
H: -0.97 1.75 -1.45  0.20
H: -1.60 -1.03 -0.23  0.48
O: 0.46 -1.96 1.89  -0.65
H: 0.94 -1.24 2.33  0.32
H: -0.26 -1.49 1.43  0.33

Entry 3:
DFT (ωB97M-V/def2-TZVPD) results for C5H10O in the gas phase.

Output
**DFT total energy**: -7391.7291 eV
**F_max**: 0.62 eV/Å
**Kohn-Sham gap**: 0.3434 Eh
**E_LUMO**: 1.125 eV
**Relative energy (zero: lowest compared OMol25 entry of this formula, charge and spin)**: 70.0 kcal/mol
**E_HOMO**: -8.2208 eV

Each line ends with the Mulliken charge.
Cartesian coordinates (Å):
C: 1.90 -0.25 0.17  -1.31
C: 0.61 0.37 -0.31  0.66
C: 0.60 1.87 -0.47  -1.31
C: -1.61 -0.06 0.08  -0.23
O: -0.40 -0.13 0.61  -0.21
C: -2.29 -1.32 0.49  -0.80
H: 1.71 -1.31 0.40  0.33
H: 2.26 0.23 1.09  0.31
H: 2.66 -0.19 -0.60  0.37
H: 0.33 -0.09 -1.27  0.28
H: 0.74 2.38 0.49  0.34
H: -0.34 2.19 -0.92  0.36
H: 1.42 2.15 -1.14  0.37
H: -3.37 -1.24 0.49  0.30
H: -2.02 -1.89 -0.42  0.27
H: -1.87 -1.86 1.35  0.28

Entry 4:
DFT (ωB97M-V/def2-TZVPD) results for C5H10O in the gas phase.

Output
**DFT total energy**: -7393.2610 eV
**Structure (SMILES)**: CCOC1CC1
**F_max**: 0.66 eV/Å
**Kohn-Sham gap**: 0.3899 Eh
**E_LUMO**: 1.212 eV
**Relative energy (zero: lowest compared OMol25 entry of this formula, charge and spin)**: 34.7 kcal/mol
**E_HOMO**: -9.3981 eV

Each line ends with the Mulliken charge.
Cartesian coordinates (Å):
C: 2.59 0.14 -0.21  -1.17
C: 1.22 0.07 0.47  -0.25
O: 0.23 0.34 -0.51  -0.38
C: -0.92 -0.42 -0.30  0.02
C: -1.94 0.11 0.68  -0.52
C: -2.20 0.08 -0.81  -0.57
H: 3.38 -0.05 0.52  0.38
H: 2.75 1.14 -0.65  0.29
H: 2.66 -0.61 -1.00  0.28
H: 1.08 -0.92 0.90  0.35
H: 1.14 0.79 1.31  0.26
H: -0.71 -1.50 -0.31  0.40
H: -2.47 -0.58 1.34  0.23
H: -1.71 1.08 1.11  0.24
H: -2.91 -0.67 -1.17  0.23
H: -2.19 1.01 -1.37  0.22

Entry 5:
DFT (ωB97M-V/def2-TZVPD) results for 3 unconnected molecules or ions with the total composition C5H10O.

Output
**DFT total energy**: -7387.6537 eV
**F_max**: 4.64 eV/Å
**Kohn-Sham gap (spin up / spin down)**: 0.2628 / 0.2636 Eh
**E_LUMO (spin up / spin down)**: 0.800 / 0.790 eV
**Relative energy (zero: lowest compared OMol25 entry of this formula, charge and spin)**: 164.0 kcal/mol
**E_HOMO (spin up / spin down)**: -6.3512 / -6.3831 eV

Each line ends with the Mulliken charge.
Cartesian coordinates (Å):
C: 2.11 0.72 0.55  -0.66
C: 0.20 -0.69 0.31  -0.51
C: -0.10 0.59 0.65  -0.24
C: -2.02 -0.76 0.11  -0.43
C: -2.42 -0.48 -1.12  -0.56
O: 2.43 1.00 -0.78  -0.47
H: 2.64 0.18 -1.24  0.32
H: 2.71 -0.06 1.01  0.34
H: 2.13 1.64 1.13  0.34
H: 0.43 -0.95 -0.71  0.27
H: 0.37 -1.44 1.08  0.28
H: -0.36 0.84 1.67  0.28
H: -0.27 1.33 -0.13  0.31
H: -2.69 -1.23 0.84  0.28
H: -3.42 -0.70 -1.51  0.28
H: -1.74 -0.02 -1.84  0.17

Entry 6:
DFT (ωB97M-V/def2-TZVPD) results for 3 unconnected molecules or ions with the total composition C5H10O.

Output
**DFT total energy**: -7390.4585 eV
**Structure (SMILES)**: C1=CC1.[H][H].CC=O
**F_max**: 0.58 eV/Å
**Kohn-Sham gap**: 0.3881 Eh
**E_LUMO**: 1.021 eV
**Relative energy (zero: lowest compared OMol25 entry of this formula, charge and spin)**: 99.3 kcal/mol
**E_HOMO**: -9.5402 eV

Each line ends with the Mulliken charge.
Cartesian coordinates (Å):
C: 0.90 -0.59 1.18  -0.30
C: 1.98 -0.60 0.47  -0.45
C: 1.39 0.75 0.72  -0.47
H: 0.15 -1.12 1.75  0.42
H: 2.78 -1.14 -0.01  0.39
H: 0.87 1.27 -0.10  0.19
H: 1.88 1.43 1.43  0.22
H: 1.14 -0.38 -2.28  -0.14
H: 1.88 -0.48 -2.33  0.14
C: -2.13 0.47 0.36  -0.82
C: -1.48 -0.34 -0.73  0.05
O: -0.97 0.16 -1.71  -0.47
H: -1.64 1.45 0.42  0.26
H: -2.08 -0.04 1.33  0.27
H: -3.18 0.62 0.11  0.34
H: -1.51 -1.44 -0.62  0.37

Entry 7:
DFT (ωB97M-V/def2-TZVPD) results for C5H10O in the gas phase.

Output
**DFT total energy**: -7393.5933 eV
**Structure (SMILES)**: CC[C@H]1O[C@H]1C
**F_max**: 0.29 eV/Å
**Kohn-Sham gap**: 0.4108 Eh
**E_LUMO**: 1.158 eV
**Relative energy (zero: lowest compared OMol25 entry of this formula, charge and spin)**: 27.0 kcal/mol
**E_HOMO**: -10.0215 eV

Each line ends with the Mulliken charge.
Cartesian coordinates (Å):
C: 2.18 0.53 -0.68  -1.37
C: 0.75 0.76 -0.22  -0.31
C: 0.26 -0.31 0.74  0.04
O: -0.69 0.10 1.73  -0.48
C: -1.11 -0.85 0.76  0.08
C: -2.20 -0.43 -0.19  -1.33
H: 2.86 0.42 0.17  0.35
H: 2.53 1.38 -1.28  0.36
H: 2.27 -0.37 -1.30  0.34
H: 0.68 1.72 0.30  0.27
H: 0.09 0.83 -1.09  0.25
H: 1.05 -0.94 1.15  0.41
H: -1.23 -1.86 1.17  0.40
H: -2.03 0.58 -0.56  0.37
H: -3.16 -0.44 0.33  0.34
H: -2.26 -1.12 -1.03  0.28

Entry 8:
DFT (ωB97M-V/def2-TZVPD) results for C5H10O in the gas phase.

Output
**DFT total energy**: -7394.3057 eV
**Structure (SMILES)**: C[C@H]1CCOC1
**F_max**: 0.31 eV/Å
**Kohn-Sham gap**: 0.3913 Eh
**E_LUMO**: 1.132 eV
**Relative energy (zero: lowest compared OMol25 entry of this formula, charge and spin)**: 10.6 kcal/mol
**E_HOMO**: -9.5159 eV

Each line ends with the Mulliken charge.
Cartesian coordinates (Å):
C: 1.89 0.09 0.01  -1.59
C: 0.42 0.47 0.16  0.55
C: -0.42 0.08 -1.07  -0.72
C: -1.80 -0.19 -0.47  -0.43
O: -1.56 -0.71 0.83  -0.40
C: -0.29 -0.28 1.30  -0.57
H: 2.35 0.59 -0.85  0.36
H: 2.48 0.35 0.90  0.37
H: 1.99 -0.99 -0.15  0.40
H: 0.34 1.55 0.33  0.29
H: -0.44 0.86 -1.84  0.36
H: -0.02 -0.83 -1.52  0.27
H: -2.37 -0.93 -1.03  0.31
H: -2.40 0.73 -0.41  0.26
H: -0.42 0.36 2.18  0.26
H: 0.28 -1.16 1.62  0.29

Entry 9:
DFT (ωB97M-V/def2-TZVPD) results for a molecular structure, C5H10O.

Output
**DFT total energy**: -7393.4673 eV
**F_max**: 0.40 eV/Å
**Kohn-Sham gap**: 0.3867 Eh
**E_LUMO**: 0.924 eV
**Relative energy (zero: lowest compared OMol25 entry of this formula, charge and spin)**: 29.9 kcal/mol
**E_HOMO**: -9.5978 eV

Each line ends with the Mulliken charge.
Cartesian coordinates (Å):
C: -0.76 -1.00 0.90  -1.86
C: 0.04 -0.03 0.04  1.67
C: 1.54 -0.14 0.37  -1.36
C: -0.56 1.40 -0.03  -0.69
O: -0.76 1.32 -1.44  -0.40
C: -0.33 -0.05 -1.46  -0.69
H: -0.43 -2.03 0.73  0.40
H: -1.84 -0.94 0.67  0.48
H: -0.63 -0.77 1.96  0.41
H: 2.10 -0.63 -0.44  0.30
H: 1.99 0.84 0.56  0.33
H: 1.69 -0.75 1.28  0.36
H: 0.11 2.22 0.25  0.26
H: -1.51 1.51 0.51  0.25
H: 0.49 -0.21 -2.17  0.28
H: -1.16 -0.73 -1.71  0.27

Entry 10:
DFT (ωB97M-V/def2-TZVPD) results for C5H10O in the gas phase.

Output
**DFT total energy**: -7393.4525 eV
**Structure (SMILES)**: CC[C@@]1(C)CO1
**F_max**: 0.72 eV/Å
**Kohn-Sham gap**: 0.4061 Eh
**E_LUMO**: 1.028 eV
**Relative energy (zero: lowest compared OMol25 entry of this formula, charge and spin)**: 30.3 kcal/mol
**E_HOMO**: -10.0239 eV

Each line ends with the Mulliken charge.
Cartesian coordinates (Å):
C: 1.95 -0.21 0.28  -1.30
C: 0.85 0.55 -0.48  -0.37
C: -0.60 0.09 -0.24  1.29
C: -0.87 -1.17 0.58  -1.44
C: -1.68 1.07 -0.35  -0.87
O: -1.40 0.21 -1.44  -0.51
H: 2.03 -1.25 -0.06  0.31
H: 1.78 -0.22 1.36  0.33
H: 2.92 0.27 0.10  0.38
H: 1.04 0.47 -1.55  0.29
H: 0.92 1.62 -0.23  0.31
H: -0.04 -1.88 0.59  0.32
H: -1.10 -0.89 1.61  0.28
H: -1.75 -1.66 0.16  0.44
H: -1.44 2.12 -0.50  0.28
H: -2.61 0.88 0.17  0.27

Entry 11:
DFT (ωB97M-V/def2-TZVPD) results for C5H10O in the gas phase.

Output
**DFT total energy**: -7393.7412 eV
**Structure (SMILES)**: C[C@H]1C[C@]1(C)O
**F_max**: 0.32 eV/Å
**Kohn-Sham gap**: 0.3781 Eh
**E_LUMO**: 1.020 eV
**Relative energy (zero: lowest compared OMol25 entry of this formula, charge and spin)**: 23.6 kcal/mol
**E_HOMO**: -9.2683 eV

Each line ends with the Mulliken charge.
Cartesian coordinates (Å):
C: -1.32 -1.29 -0.07  -1.44
C: -0.44 -0.33 -0.83  0.03
C: -0.68 1.14 -0.56  -0.96
C: 0.61 0.51 -0.15  1.09
C: 1.07 0.20 1.26  -1.41
O: 1.66 1.00 -0.96  -0.58
H: -2.20 -1.56 -0.68  0.38
H: -0.82 -2.22 0.22  0.30
H: -1.71 -0.83 0.84  0.30
H: -0.20 -0.61 -1.86  0.40
H: -0.59 1.84 -1.39  0.27
H: -1.44 1.38 0.17  0.25
H: 1.49 1.09 1.75  0.33
H: 1.87 -0.55 1.20  0.38
H: 0.28 -0.22 1.88  0.31
H: 2.43 0.44 -0.82  0.35

Entry 12:
DFT (ωB97M-V/def2-TZVPD) results for a molecular structure, C5H10O.

Output
**DFT total energy**: -7390.7253 eV
**F_max**: 3.07 eV/Å
**Kohn-Sham gap**: 0.3217 Eh
**E_LUMO**: 0.807 eV
**Relative energy (zero: lowest compared OMol25 entry of this formula, charge and spin)**: 93.2 kcal/mol
**E_HOMO**: -7.9462 eV

Each line ends with the Mulliken charge.
Cartesian coordinates (Å):
O: -1.64 -0.22 0.93  -0.49
C: -1.09 -0.03 -0.34  -0.24
C: -0.12 -1.12 -0.64  -0.17
C: 0.94 -1.26 0.36  -0.94
C: 1.32 0.99 0.38  -0.60
C: 0.11 1.59 -0.18  -0.61
H: -2.58 -0.03 0.94  0.32
H: -1.86 0.06 -1.13  0.43
H: -0.99 -1.82 -0.67  0.27
H: 0.27 -1.04 -1.66  0.26
H: 1.79 -1.91 0.07  0.31
H: 0.63 -1.42 1.39  0.25
H: 1.48 1.07 1.45  0.28
H: 2.23 0.97 -0.23  0.31
H: -0.53 2.16 0.49  0.32
H: 0.20 2.03 -1.19  0.31

Entry 13:
DFT (ωB97M-V/def2-TZVPD) results for C5H10O in the gas phase.

Output
**DFT total energy**: -7391.9920 eV
**Structure (SMILES)**: C1CCOCC1
**F_max**: 2.98 eV/Å
**Kohn-Sham gap**: 0.3566 Eh
**E_LUMO**: 1.174 eV
**Relative energy (zero: lowest compared OMol25 entry of this formula, charge and spin)**: 64.0 kcal/mol
**E_HOMO**: -8.5296 eV

Each line ends with the Mulliken charge.
Cartesian coordinates (Å):
C: -0.56 -1.07 0.41  -0.60
C: -1.39 0.06 -0.26  -0.63
C: -0.60 1.58 0.17  -0.50
O: 0.39 1.18 -0.75  -0.39
C: 1.37 0.32 -0.26  -0.47
C: 0.87 -1.12 -0.15  -0.49
H: -1.05 -2.06 0.28  0.32
H: -0.54 -0.88 1.48  0.31
H: -1.46 -0.20 -1.36  0.28
H: -2.37 0.16 0.15  0.40
H: -0.30 1.56 1.25  0.29
H: -0.59 2.71 -0.02  0.26
H: 1.70 0.70 0.71  0.35
H: 2.17 0.41 -1.00  0.29
H: 1.55 -1.72 0.47  0.31
H: 0.87 -1.58 -1.15  0.27

Entry 14:
DFT (ωB97M-V/def2-TZVPD) results for a molecular structure, C5H10O.

Output
**DFT total energy**: -7391.9830 eV
**F_max**: 0.39 eV/Å
**Kohn-Sham gap**: 0.3620 Eh
**E_LUMO**: 1.045 eV
**Relative energy (zero: lowest compared OMol25 entry of this formula, charge and spin)**: 64.2 kcal/mol
**E_HOMO**: -8.8046 eV

Each line ends with the Mulliken charge.
Cartesian coordinates (Å):
C: -1.34 -1.13 -0.16  -1.40
C: -0.50 0.12 -0.25  1.71
C: -1.28 1.41 -0.18  -1.43
C: 0.80 0.12 0.53  -0.80
C: 1.42 0.00 -0.65  -0.41
O: 0.32 0.02 -1.48  -0.46
H: -2.07 -1.15 -0.98  0.33
H: -1.89 -1.17 0.79  0.33
H: -0.71 -2.02 -0.24  0.37
H: -2.04 1.47 -0.96  0.33
H: -0.60 2.27 -0.28  0.38
H: -1.77 1.48 0.80  0.32
H: 2.74 -0.92 1.26  -0.22
H: 1.06 0.28 1.56  0.34
H: 2.41 -0.13 -1.06  0.37
H: 3.43 -0.65 1.29  0.23

Entry 15:
DFT (ωB97M-V/def2-TZVPD) results for 2 unconnected molecules or ions with the total composition C5H10O.

Output
**DFT total energy**: -7392.4095 eV
**Structure (SMILES)**: C=COC.C=C
**F_max**: 0.35 eV/Å
**Kohn-Sham gap**: 0.3656 Eh
**E_LUMO**: 1.090 eV
**Relative energy (zero: lowest compared OMol25 entry of this formula, charge and spin)**: 54.3 kcal/mol
**E_HOMO**: -8.8592 eV

Each line ends with the Mulliken charge.
Cartesian coordinates (Å):
C: 0.19 1.85 1.37  -0.70
C: 0.95 0.81 1.02  0.04
O: 1.30 0.53 -0.26  -0.32
C: 2.08 -0.64 -0.42  -0.71
H: -0.09 2.01 2.41  0.25
H: -0.21 2.53 0.63  0.27
H: 1.34 0.09 1.75  0.28
H: 1.51 -1.55 -0.20  0.31
H: 2.42 -0.67 -1.45  0.25
H: 2.96 -0.61 0.24  0.32
C: -1.92 -0.18 -0.53  -0.43
C: -2.27 -1.29 -1.17  -0.45
H: -1.68 0.75 -1.05  0.17
H: -1.84 -0.13 0.55  0.24
H: -2.50 -2.22 -0.65  0.24
H: -2.34 -1.34 -2.26  0.24